Entry 1:
Computed, not measured: 2 unconnected molecules or ions with the total composition C4H13NS in a non-equilibrium geometry, with ωB97M-V/def2-TZVPD.

Values from the calculation:
Spin multiplicity: 1
Molecular weight (g/mol): 107.2
E_tot (Eh): -612.9875
ΔE to the lowest compared entry with this formula, charge and spin (eV): 3.851
HOMO level (eV): -5.7
E_LUMO (eV): -0.4

Last columns: bonded neighbours and bond lengths (Å).
Positions of all 19 atoms, in Å:
1 C -2.0336 -0.3326 1.7326  C2 1.559, H4 1.069, H5 1.132, H6 1.086
2 C -2.4812 -1.1709 0.4974  C1 1.559, S3 1.892, H7 1.126, H8 1.114
3 S -0.9814 -2.1757 -0.0684  C2 1.892
4 H -2.3151 0.6778 1.5254  C1 1.069
5 H -1.0799 -0.4996 2.3193  C1 1.132
6 H -2.6701 -0.6887 2.5372  C1 1.086
7 H -2.9157 -0.5101 -0.3046  C2 1.126
8 H -3.3196 -1.8776 0.6970  C2 1.114
9 C 0.7217 1.3017 -1.2439  C10 1.501, H12 1.074, H13 1.107, H14 1.079
10 C 2.1588 0.8681 -1.2493  C9 1.501, N11 1.628, H15 1.099, H16 1.137
11 N 2.2309 -0.1628 0.0089  C10 1.628, H17 1.053, H18 1.109, H19 0.947
12 H 0.2517 0.7134 -2.0096  C9 1.074
13 H -0.0103 1.1414 -0.4290  C9 1.107
14 H 0.4733 2.2916 -1.5939  C9 1.079
15 H 2.1899 0.1856 -2.1096  C10 1.099
16 H 3.0787 1.5325 -1.1849  C10 1.137
17 H 1.7892 -1.0912 -0.2183  N11 1.053
18 H 1.7605 0.1444 0.9655  N11 1.109
19 H 3.1523 -0.3469 0.1282  N11 0.947

***

Entry 2:
Computed, not measured: 3 unconnected molecules or ions with the total composition C35H47F17N2O12PS2 in a non-equilibrium geometry, with ωB97M-V/def2-TZVPD.

Values from the calculation:
Charge: +1
Spin multiplicity: 1
Molecular weight (g/mol): 1105.8
E_tot (Eh): -5209.1811
HOMO level (eV): -12.6
E_LUMO (eV): -3.6

Last columns: bonded neighbours and bond lengths (Å).
Positions of all 116 atoms, in Å:
1 C 3.2871 -4.7276 -0.0742  C2 1.213, H56 1.121
2 C 3.2559 -3.7258 0.6088  C1 1.213, C3 1.578
3 C 2.7770 -2.3735 1.2669  C2 1.578, C4 1.592, H57 1.139, H58 1.125
4 C 1.3256 -1.9101 0.8047  C3 1.592, C5 1.591, C9 1.613, C26 1.632
5 C 0.3969 -3.2001 0.8721  C4 1.591, S6 1.845, H59 1.138, H60 1.139
6 S 0.3989 -4.1335 2.4640  C5 1.845, O7 1.468, O8 1.475, H61 1.401
7 O -0.9750 -4.3062 2.9528  S6 1.468
8 O 0.9962 -5.4612 2.2252  S6 1.475
9 C 0.8195 -1.0584 2.0777  C4 1.613, N10 1.493, N13 1.505, H62 1.133
10 N -0.6346 -1.0337 2.4143  C9 1.493, C11 1.261
11 C -0.8182 -1.1889 3.6517  N10 1.261, S12 1.605
12 S -0.7419 -1.4055 5.2397  C11 1.605
13 N 1.0535 0.3446 1.5847  C9 1.505, P14 1.820, C16 1.534, H63 1.034
14 P 2.1856 1.0267 2.8366  N13 1.820, O15 1.513, H64 1.422, H65 1.439
15 O 1.4527 1.1228 4.1565  P14 1.513
16 C 1.5861 0.5659 0.1636  N13 1.534, C17 1.587, O23 1.445, C26 1.640
17 C 0.7159 1.8353 -0.2247  C16 1.587, C18 1.586, H66 1.130, H67 1.139
18 C 0.8377 2.3802 -1.7090  C17 1.586, C19 1.602, H68 1.123, H69 1.140
19 C -0.6355 2.7030 -2.2483  C18 1.602, C20 1.594, H70 1.126, H71 1.137
20 C -0.5699 3.9917 -3.1842  C19 1.594, O21 1.207, O22 1.409
21 O -1.0103 5.0378 -2.7722  C20 1.207
22 O 0.0388 3.9249 -4.4537  C20 1.409, H72 0.985
23 O 2.9751 0.7525 0.5170  C16 1.445, C24 1.446
24 C 3.7320 1.4669 -0.4869  O23 1.446, C25 1.600, H73 1.139, H74 1.124
25 C 3.8904 3.0150 -0.1130  C24 1.600, H75 1.138, H76 1.133, H77 1.124
26 C 1.1874 -0.8952 -0.4656  C4 1.632, C16 1.640, C27 1.592, C29 1.606
27 C 2.3431 -1.3651 -1.4537  C26 1.592, C28 1.587, H78 1.134, H79 1.137
28 C 2.3007 -0.7614 -2.9210  C27 1.587, H80 1.138, H81 1.137, H82 1.124
29 C -0.2579 -0.8999 -1.1651  C26 1.606, C30 1.578, H83 1.122, H84 1.140
30 C -0.5919 -2.1891 -2.0108  C29 1.578, C31 1.572, H85 1.139, H86 1.137
31 C -1.1522 -1.9656 -3.4627  C30 1.572, F32 1.417, F33 1.392, C34 1.608
32 F -0.0484 -2.1424 -4.3341  C31 1.417
33 F -1.7421 -0.7289 -3.7056  C31 1.392
34 C -2.3045 -3.0465 -3.7614  C31 1.608, F35 1.388, F36 1.413, C37 1.590
35 F -1.9021 -4.3113 -3.3565  C34 1.388
36 F -3.3600 -2.6881 -2.8927  C34 1.413
37 C -2.9085 -2.9723 -5.2305  C34 1.590, F38 1.406, F39 1.383, C40 1.607
38 F -4.1835 -2.3857 -5.1460  C37 1.406
39 F -2.2004 -2.1913 -6.1255  C37 1.383
40 C -3.1708 -4.4043 -5.9097  C37 1.607, F41 1.383, F42 1.404, C43 1.593
41 F -4.0268 -5.1337 -5.1041  C40 1.383
42 F -3.9003 -4.1139 -7.0737  C40 1.404
43 C -1.8427 -5.1674 -6.3473  C40 1.593, F44 1.412, F45 1.401, C46 1.578
44 F -0.6671 -4.5447 -5.8738  C43 1.412
45 F -1.7665 -5.0388 -7.7400  C43 1.401
46 C -1.7651 -6.6906 -5.9423  C43 1.578, F47 1.403, F48 1.402, C49 1.592
47 F -2.8430 -7.3164 -6.5870  C46 1.403
48 F -1.9222 -6.9166 -4.5678  C46 1.402
49 C -0.4394 -7.4580 -6.3763  C46 1.592, F50 1.405, F51 1.381, C52 1.593
50 F -0.8485 -8.6207 -7.0498  C49 1.405
51 F 0.3830 -6.7760 -7.2507  C49 1.381
52 C 0.4706 -7.9655 -5.1718  C49 1.593, F53 1.377, F54 1.387, F55 1.400
53 F -0.0568 -9.0450 -4.4989  C52 1.377
54 F 0.8825 -6.9484 -4.3237  C52 1.387
55 F 1.6463 -8.4443 -5.7625  C52 1.400
56 H 3.1679 -5.6099 -0.7548  C1 1.121
57 H 2.8138 -2.5782 2.3863  C3 1.139
58 H 3.6097 -1.6442 1.0648  C3 1.125
59 H 0.6126 -3.9712 0.0640  C5 1.138
60 H -0.6887 -2.9089 0.6883  C5 1.139
61 H 1.1281 -3.4757 3.4629  S6 1.401
62 H 1.3023 -1.2429 3.0863  C9 1.133
63 H 0.1812 0.8308 1.8530  N13 1.034
64 H 3.3108 0.1794 3.0291  P14 1.422
65 H 2.5398 2.3802 2.5004  P14 1.439
66 H 0.9485 2.6627 0.5097  C17 1.130
67 H -0.3821 1.5791 -0.0604  C17 1.139
68 H 1.4582 1.7636 -2.4126  C18 1.123
69 H 1.3556 3.3939 -1.6435  C18 1.140
70 H -1.1497 1.8298 -2.7392  C19 1.126
71 H -1.2587 3.0403 -1.3589  C19 1.137
72 H 0.9821 4.1494 -4.2817  O22 0.985
73 H 4.7898 1.0462 -0.4598  C24 1.139
74 H 3.3768 1.3334 -1.5447  C24 1.124
75 H 4.6119 3.4373 -0.8852  C25 1.138
76 H 4.4426 3.0509 0.8761  C25 1.133
77 H 2.9123 3.5675 -0.0880  C25 1.124
78 H 3.3911 -1.1788 -1.0612  C27 1.134
79 H 2.2682 -2.4945 -1.5659  C27 1.137
80 H 3.1808 -0.0846 -3.1697  C28 1.138
81 H 2.3823 -1.6229 -3.6586  C28 1.137
82 H 1.3683 -0.2001 -3.2004  C28 1.124
83 H -0.4422 0.0092 -1.7959  C29 1.122
84 H -0.9950 -0.8436 -0.2966  C29 1.140
85 H -1.3909 -2.7615 -1.4350  C30 1.139
86 H 0.2569 -2.9392 -2.1072  C30 1.137
87 C 1.7383 6.4001 4.8715  C88 1.516, H94 1.093, H95 1.091, H96 1.091
88 C 2.6162 6.3054 3.6392  C87 1.516, O89 1.436, H97 1.092, H98 1.092
89 O 1.8660 5.8583 2.4986  C88 1.436, C90 1.344
90 C 1.0773 6.7835 1.9263  O89 1.344, O91 1.202, O92 1.341
91 O 0.9612 7.9278 2.2772  C90 1.202
92 O 0.4260 6.2028 0.9083  C90 1.341, C93 1.433
93 C -0.5357 7.0505 0.2687  O92 1.433, H99 1.090, H100 1.091, H101 1.089
94 H 1.2244 5.4526 5.0505  C87 1.093
95 H 2.3339 6.6537 5.7498  C87 1.091
96 H 0.9668 7.1623 4.7502  C87 1.091
97 H 3.3979 5.5619 3.8072  C88 1.092
98 H 3.1136 7.2537 3.4230  C88 1.092
99 H -0.0874 7.9920 -0.0501  C93 1.090
100 H -1.3751 7.2341 0.9412  C93 1.091
101 H -0.9046 6.5278 -0.6128  C93 1.089
102 C -5.9878 2.4694 5.5063  C103 1.516, H109 1.092, H110 1.091, H111 1.092
103 C -5.1703 3.6867 5.8922  C102 1.516, O104 1.435, H112 1.091, H113 1.093
104 O -4.3781 3.4321 7.0608  C103 1.435, C105 1.337
105 C -3.2786 2.6968 6.8665  O104 1.337, O106 1.209, O107 1.340
106 O -2.9004 2.2484 5.8098  C105 1.209
107 O -2.6774 2.5244 8.0515  C105 1.340, C108 1.426
108 C -1.5413 1.6646 8.0016  O107 1.426, H114 1.091, H115 1.092, H116 1.089
109 H -6.5851 2.1244 6.3531  C102 1.092
110 H -6.6524 2.7005 4.6723  C102 1.091
111 H -5.3450 1.6379 5.2110  C102 1.092
112 H -5.8418 4.5083 6.1461  C103 1.091
113 H -4.5393 4.0282 5.0681  C103 1.093
114 H -0.8257 1.9954 7.2472  C108 1.091
115 H -1.8608 0.6394 7.8038  C108 1.092
116 H -1.0552 1.6947 8.9755  C108 1.089